# 1
Here is 2 unconnected molecules or ions with the total composition C2H8S2 in a non-equilibrium geometry from OMol25. Energies are from wB97M-V/def2-TZVPD.

Structure (ORCA input):
```
! RIJCOSX wB97M-V def2-TZVPD def2/J DEFGRID3
* xyz 0 1
S -1.366 -1.127 -0.610
S 1.887 1.292 1.596
C 2.070 1.538 -0.197
C -2.832 -1.881 -1.467
H 2.975 1.213 -0.637
H -3.605 -2.204 -0.755
H -3.215 -1.035 -2.072
H -2.399 -2.617 -2.199
H -1.923 0.106 -0.708
H 1.320 1.053 -0.771
H 1.013 0.315 1.778
H 2.061 2.590 -0.431
*
```

- DFT total energy: -877.3312 Eh
- Energy relative to the best compared isomer or geometry (same formula, charge and spin): 0.750 eV
- SMILES: CS.CS

=====

# 2
Here is a molecular structure, C12H30KN2O8S2 in a non-equilibrium geometry from OMol25. Energies are from wB97M-V/def2-TZVPD.

Structure (ORCA input):
```
! RIJCOSX wB97M-V def2-TZVPD def2/J DEFGRID3
* xyz -3 1
K 1.388 0.672 -0.134
S 2.671 3.242 -1.062
S 4.443 0.763 2.271
O 3.122 0.179 1.940
O 4.497 1.019 3.700
O 5.486 -0.234 2.273
O 2.067 2.934 -2.338
O 3.649 4.345 -1.046
O 3.497 2.162 -0.559
O 1.707 3.461 -0.047
O 4.864 1.950 1.528
N -1.493 1.304 1.060
N 0.274 -2.448 -1.469
C -0.848 1.842 2.248
C -3.839 1.597 1.896
C -1.599 1.965 -1.361
C 1.338 -3.183 -2.152
C -0.645 -1.995 -2.499
C -1.512 2.450 0.076
C -0.649 0.739 3.242
C -2.814 0.663 1.278
C -0.151 -0.833 -3.346
C 2.560 -3.145 -1.225
C -1.567 -2.608 0.393
C -0.439 -3.246 -0.413
H -2.646 -0.125 2.012
H 1.016 -4.186 -2.432
H -0.726 -4.273 -0.638
H -1.682 -1.842 -2.200
H -0.797 -2.716 -3.303
H -2.455 1.317 -1.550
H 0.126 2.308 2.103
H -2.416 -2.300 -0.218
H -4.063 2.476 1.292
H -1.988 -2.998 1.319
H -4.734 0.975 1.850
H 0.726 -0.914 -3.988
H 2.770 -4.166 -0.905
H 0.044 1.037 4.030
H -1.643 2.753 -2.114
H -2.266 3.209 0.286
H 0.310 -3.457 0.351
H -3.245 0.229 0.376
H -0.628 1.543 -1.621
H 3.447 -2.687 -1.662
H -3.581 1.865 2.920
H -1.581 0.412 3.704
H -0.195 -0.186 2.889
H -1.465 2.655 2.631
H -1.151 -1.660 0.733
H -0.600 3.047 0.052
H 1.641 -2.865 -3.150
H -0.948 -0.410 -3.958
H 2.370 -2.553 -0.330
H 0.352 -0.085 -2.734
*
```

- DFT total energy: -2582.7222 Eh
- Energy relative to the best compared isomer or geometry (same formula, charge and spin): 1.259 eV

=====

# 3
Here is 2 unconnected molecules or ions with the total composition C4H12 in a non-equilibrium geometry from OMol25. Energies are from wB97M-V/def2-TZVPD.

Structure (ORCA input):
```
! RIJCOSX wB97M-V def2-TZVPD def2/J DEFGRID3
* xyz 0 1
C 0.064 -2.086 1.704
C -0.667 -2.579 0.456
C -0.443 2.073 -1.093
C 1.049 2.497 -1.060
H -1.038 2.945 -1.390
H 1.555 1.982 -0.250
H -0.519 1.319 -1.867
H 1.501 2.404 -2.043
H 1.126 -1.978 1.493
H 1.095 3.547 -0.782
H -1.690 -2.213 0.352
H -0.262 -1.078 1.932
H -0.078 -2.363 -0.436
H -0.128 -2.661 2.612
H -0.809 1.864 -0.093
H -0.758 -3.672 0.467
*
```

- DFT total energy: -159.5719 Eh
- Energy relative to the best compared isomer or geometry (same formula, charge and spin): 0.354 eV
- SMILES: CC.CC

=====

# 4
Here is C5H11NO in the gas phase from OMol25. Energies are from wB97M-V/def2-TZVPD.

Structure (ORCA input):
```
! RIJCOSX wB97M-V def2-TZVPD def2/J DEFGRID3
* xyz 0 1
O 0.324 0.804 0.874
N 1.257 -0.043 -1.175
C -2.086 0.951 0.621
C -0.831 0.187 0.269
C 2.395 -0.375 -0.316
C 0.258 0.769 -0.533
C -0.944 -1.319 0.335
H 3.155 -0.883 -0.911
H -2.185 0.926 1.714
H -1.412 -1.684 -0.587
H 0.036 -1.794 0.418
H 1.584 0.431 -2.008
H 0.084 1.728 -1.030
H -1.566 -1.639 1.178
H -2.029 2.001 0.316
H -2.983 0.496 0.189
H 2.085 -1.054 0.481
H 2.858 0.498 0.164
*
```

- DFT total energy: -327.0618 Eh
- Energy relative to the best compared isomer or geometry (same formula, charge and spin): 1.892 eV
- SMILES: CN[C@@H]1OC1(C)C

=====

# 5
Here is 2 unconnected molecules or ions with the total composition C4H12N2O2 in a non-equilibrium geometry from OMol25. Energies are from wB97M-V/def2-TZVPD.

Structure (ORCA input):
```
! RIJCOSX wB97M-V def2-TZVPD def2/J DEFGRID3
* xyz -1 2
O 2.944 0.807 -0.773
O -1.782 -1.168 2.501
N -0.184 -0.359 -0.096
N -2.379 -0.661 -1.109
C 1.821 0.478 -1.082
C 1.038 1.388 1.061
C 0.588 0.868 -0.278
C -0.942 -0.851 -1.232
H -2.631 0.187 -0.628
H -0.583 -0.435 0.829
H 1.782 0.751 1.533
H -0.617 -0.230 -2.055
H -1.789 -2.067 2.116
H -0.803 -1.932 -1.270
H 1.395 2.416 0.965
H 1.678 -0.139 -1.987
H -2.895 -1.437 -0.757
H 0.245 1.378 1.826
H -1.225 -1.164 3.301
H -0.013 1.651 -0.770
*
```

- ⟨S²⟩: 0.75
- DFT total energy: -419.5303 Eh
- Energy relative to the best compared isomer or geometry (same formula, charge and spin): 2.112 eV

=====

# 6
Here is 2 unconnected molecules or ions with the total composition C3H15NSi3 in a non-equilibrium geometry from OMol25. Energies are from wB97M-V/def2-TZVPD.

Structure (ORCA input):
```
! RIJCOSX wB97M-V def2-TZVPD def2/J DEFGRID3
* xyz 0 1
Si 4.132 -0.767 0.986
Si 0.223 2.197 0.192
Si 0.554 -0.002 -0.455
N 0.377 -0.100 -2.193
C -2.165 -0.908 -0.415
C -0.800 -1.251 0.181
C -3.068 -0.019 0.388
H -1.185 2.366 0.641
H 5.596 -0.646 0.514
H 0.221 -0.931 -2.654
H 3.673 -0.837 2.373
H -1.975 -0.500 -1.446
H 1.099 2.781 1.166
H -0.472 -2.186 -0.342
H -0.896 -1.376 1.331
H -2.663 -1.889 -0.680
H 3.761 -2.064 0.384
H -3.484 -0.497 1.284
H 0.343 0.677 -2.909
H -2.491 0.932 0.741
H 0.554 3.220 -0.918
H -3.879 0.289 -0.106
*
```

- DFT total energy: -1046.3635 Eh
- Energy relative to the best compared isomer or geometry (same formula, charge and spin): 4.613 eV

=====

# 7
Here is C9H15F3NO2PS in the gas phase in a non-equilibrium geometry from OMol25. Energies are from wB97M-V/def2-TZVPD.

Structure (ORCA input):
```
! RIJCOSX wB97M-V def2-TZVPD def2/J DEFGRID3
* xyz 0 1
S 2.366 1.910 0.827
P 1.532 0.186 1.217
F 1.801 -2.211 3.921
F -0.261 -2.321 3.258
F 0.759 -4.574 1.734
O 0.473 -0.083 -2.906
O -0.054 -0.432 -0.735
N -0.972 1.350 -1.868
C -3.464 3.110 -1.468
C 0.987 -2.659 2.989
C 1.394 -2.314 -0.321
C 1.283 -0.777 -0.345
C -2.095 3.224 -0.770
C 2.249 -2.968 0.782
C -0.118 0.274 -1.920
C 1.366 -3.375 1.913
C -1.433 1.859 -0.569
H 1.854 -2.596 -1.271
H -2.153 1.159 -0.143
H 2.321 -0.532 2.124
H -4.231 3.679 -0.941
H -1.404 3.857 -1.330
H 2.679 -3.879 0.359
H -3.421 3.500 -2.484
H 3.097 -2.362 1.103
H 2.007 -0.386 -1.059
H 0.264 0.306 1.801
H -0.578 2.093 -2.433
H -0.604 1.994 0.132
H -2.230 3.630 0.234
H -3.803 2.074 -1.483
H 0.390 -2.739 -0.349
*
```

- DFT total energy: -1596.2194 Eh
- SMILES: CCCNC(=O)O[C@H](CCC(F)=C(F)F)[PH2]=S

=====

# 8
Here is a molecular structure, C47H53BCl3CsN8O6S4 from OMol25. Energies are from wB97M-V/def2-TZVPD.

Structure (ORCA input):
```
! RIJCOSX wB97M-V def2-TZVPD def2/J DEFGRID3
* xyz -2 1
Cs -2.991 -0.081 -0.312
Cl -6.850 -7.016 2.710
Cl -2.945 -3.323 2.199
Cl -7.395 -3.017 -0.879
S 1.503 -0.968 -3.041
S 0.901 3.094 2.850
S 1.267 1.398 0.401
S -0.731 1.453 -2.713
O 2.529 -2.221 1.990
O -4.872 -3.233 -3.931
O -3.647 1.998 1.498
O -4.713 -2.196 0.101
O -5.813 2.446 2.697
O 0.866 -3.243 0.781
N -2.902 -2.606 -2.874
N 1.394 3.043 -2.732
N 0.222 -1.508 2.431
N -1.078 2.424 1.170
N 3.186 1.079 -3.441
N -1.034 -2.723 -1.486
N -2.730 -4.352 -1.431
N -1.752 3.195 2.104
C 3.667 -2.095 -0.108
C -6.965 -4.925 0.968
C -3.931 5.409 4.878
C 5.909 1.351 -0.196
C 1.882 0.691 -3.114
C 7.257 1.112 -0.434
C -0.717 -0.738 2.264
C -3.218 4.691 3.934
C -0.735 5.969 -4.991
C 1.967 -5.258 1.403
C 2.124 -4.378 -0.935
C 0.158 2.337 1.415
C 0.230 5.196 -2.921
C 0.931 1.729 -2.866
C -4.986 -5.071 2.322
C 0.628 4.049 -2.025
C -6.222 -5.568 1.945
C -3.034 2.900 2.161
C 5.347 0.529 -2.396
C 3.421 2.437 -3.865
C 7.649 0.583 -1.655
C 0.409 6.518 -2.533
C 4.964 1.061 -1.168
C 2.070 -4.010 0.535
C 2.580 2.530 2.460
C 2.786 3.379 -2.874
C -4.505 -3.934 1.707
C -2.104 -5.277 -0.528
C -5.176 3.405 3.385
C -5.189 -3.206 0.679
C -5.897 4.130 4.339
C -1.712 -0.196 3.231
C -3.948 -4.610 -2.159
C -1.561 -0.766 4.639
C -5.279 5.121 5.076
C -2.197 -3.207 -1.927
C 6.699 0.300 -2.628
C 2.464 1.197 1.746
C 4.306 0.180 -3.438
C -0.345 4.929 -4.162
C 3.197 -3.031 0.995
C -3.996 -3.400 -3.108
C -6.462 -3.789 0.368
C -0.554 7.290 -4.595
C 4.387 -3.707 1.652
C 0.019 7.563 -3.362
C -3.816 3.687 3.175
B 1.179 -2.278 1.718
H -1.510 -6.036 -1.056
H 0.856 6.730 -1.567
H -5.102 2.056 2.098
H 2.859 4.415 -3.226
H -0.635 -1.905 -1.940
H 3.124 2.431 3.401
H 4.497 2.613 -3.913
H -3.901 -5.540 -2.734
H 4.232 -2.631 -0.874
H 3.911 1.245 -0.988
H 4.786 0.155 -4.426
H -2.169 4.886 3.757
H 0.164 8.588 -3.044
H 2.123 0.424 2.433
H -4.828 -4.628 -1.513
H -2.328 -0.351 5.295
H 3.411 0.878 1.310
H 2.042 -3.498 -1.572
H -6.943 3.887 4.479
H 2.816 -5.925 1.244
H 3.314 3.316 -1.910
H -1.190 5.749 -5.949
H -0.861 8.101 -5.245
H -0.547 -3.092 -0.685
H -0.264 3.571 -1.620
H 4.323 -1.342 0.331
H -3.444 6.185 5.456
H 3.085 3.264 1.829
H 5.115 -2.948 1.941
H -4.403 -5.561 3.090
H -7.931 -5.308 0.669
H 2.997 2.615 -4.863
H 3.063 -4.892 -1.159
H 1.222 4.427 -1.181
H 5.593 1.766 0.755
H 3.905 -0.819 -3.250
H -1.611 0.893 3.221
H -5.851 5.673 5.814
H -1.461 -4.753 0.178
H 2.831 -1.593 -0.603
H 7.994 1.341 0.326
H -1.665 -1.852 4.630
H -0.581 -0.520 5.048
H 1.302 -5.055 -1.175
H 7.010 -0.105 -3.585
H 1.053 -5.791 1.138
H -0.494 3.895 -4.451
H 4.869 -4.392 0.952
H 4.093 -4.259 2.544
H -2.704 -0.401 2.822
H -2.873 -5.780 0.060
H 1.915 -4.997 2.461
H 8.698 0.398 -1.855
*
```

- DFT total energy: -5730.9060 Eh
- Energy relative to the best compared isomer or geometry (same formula, charge and spin): 0.507 eV

=====

# 9
Here is 7 unconnected molecules or ions with the total composition C22H58B2FIN3O12 in a non-equilibrium geometry from OMol25. Energies are from wB97M-V/def2-TZVPD.

Structure (ORCA input):
```
! RIJCOSX wB97M-V def2-TZVPD def2/J DEFGRID3
* xyz 1 1
I -3.962 0.425 4.068
F 0.475 1.889 -1.100
O 4.850 4.880 -2.615
O -6.394 1.636 -2.310
O 1.475 -2.844 1.477
O 1.337 0.720 3.949
O 2.578 0.879 -0.464
O -5.018 3.649 -0.588
O 2.383 2.772 6.131
O 0.636 -5.791 -2.607
O 2.026 -1.146 7.449
O 1.947 3.036 1.269
O -0.294 3.106 2.014
O -3.498 0.495 -2.871
N 0.063 -0.931 -1.470
N -0.767 -2.631 0.653
N -1.502 -0.549 -4.475
C 2.377 -1.727 -1.211
C 1.042 -0.030 2.817
C -2.364 -1.491 -3.752
C 1.461 -0.713 4.034
C 2.068 -1.555 -3.814
C -1.386 -2.487 1.990
C -2.444 -0.969 -1.232
C 2.065 0.080 1.687
C -3.139 -0.843 -2.588
C 2.230 -3.245 -1.466
C -3.227 1.449 1.309
C -1.161 -0.133 -1.116
C 2.793 -1.054 -2.531
C -0.946 -3.990 0.113
C 1.506 0.235 0.278
C -1.028 0.690 0.188
C 3.715 4.369 0.359
C -2.197 1.690 0.182
C -2.647 1.419 2.719
C 1.167 -1.106 -0.463
C 0.372 1.304 0.193
C 2.215 4.219 0.479
B 0.676 2.555 1.190
B 0.643 -2.238 0.595
H -4.049 -1.439 -2.482
H -2.764 1.630 -0.745
H 0.375 -6.640 -2.238
H 2.759 -0.750 1.788
H -1.208 -0.009 1.003
H -0.669 -2.321 2.790
H -3.094 -1.907 -4.443
H -5.083 4.146 -1.409
H 1.742 4.168 -0.499
H 3.223 -1.632 -0.528
H -1.889 2.729 0.250
H -4.836 2.751 -0.884
H 2.732 -0.788 7.997
H 1.241 -3.540 -1.809
H 4.111 4.218 1.364
H 4.303 4.094 -2.694
H -2.092 -1.652 1.980
H -2.213 -2.030 -1.158
H -3.779 0.526 1.129
H -1.650 1.001 2.771
H 2.909 -3.543 -2.263
H -1.978 -3.368 2.219
H 1.807 3.542 6.133
H -3.124 -0.759 -0.414
H -0.273 -1.870 -1.694
H 5.475 4.809 -3.343
H 0.411 -0.577 -2.363
H -1.108 0.150 -3.860
H 3.850 -1.273 -2.674
H 2.610 0.982 1.956
H -6.628 1.209 -1.479
H 2.482 -1.053 4.120
H 1.852 5.075 1.049
H 2.546 -3.851 -0.625
H -0.756 -1.059 -4.929
H 1.699 -0.381 6.967
H -1.292 0.624 -1.884
H 2.644 -2.285 -4.369
H 4.159 3.603 -0.268
H -0.002 -0.140 2.537
H -0.734 3.835 1.565
H -3.953 2.255 1.238
H -0.751 -4.007 -0.961
H 0.951 -6.005 -3.491
H 2.408 -2.678 1.315
H -7.004 2.379 -2.368
H -1.988 -4.283 0.234
H 2.723 0.027 -2.514
H 1.105 -2.003 -3.563
H -1.833 -2.360 -3.338
H 1.838 -0.707 -4.454
H -2.548 2.432 3.092
H 3.417 0.593 -0.099
H 4.002 5.370 0.056
H -4.385 0.523 -3.234
H 1.836 2.065 5.763
H -0.337 -4.743 0.619
H 0.683 -1.108 4.671
*
```

- DFT total energy: -2387.2967 Eh

=====

# 10
Here is 2 unconnected molecules or ions with the total composition C8H14N4O2 in a non-equilibrium geometry from OMol25. Energies are from wB97M-V/def2-TZVPD.

Structure (ORCA input):
```
! RIJCOSX wB97M-V def2-TZVPD def2/J DEFGRID3
* xyz 0 1
O -1.436 -1.570 -1.075
O -1.331 3.893 -0.433
N -2.782 1.157 -2.012
N -0.823 3.240 -2.617
N -2.215 1.733 1.230
N -1.811 1.015 0.232
C 1.959 -1.100 0.414
C 1.600 -0.092 1.505
C -0.697 0.106 0.559
C -2.059 1.277 -1.023
C -0.329 -0.829 -0.602
C 0.720 -1.824 -0.097
C -1.168 3.430 -1.484
C 0.537 0.885 1.016
H 0.923 1.481 0.184
H 0.974 -2.507 -0.910
H 2.442 -0.577 -0.414
H 1.229 -0.623 2.382
H 2.492 0.461 1.802
H 0.267 -2.418 0.699
H -1.099 2.525 -3.255
H 0.247 1.574 1.811
H -1.076 -0.490 1.396
H -1.893 -1.075 -1.762
H 0.105 -0.226 -1.415
H -3.609 0.556 -1.981
H -2.989 2.337 0.959
H 2.665 -1.834 0.804
*
```

- DFT total energy: -682.6155 Eh
- Energy relative to the best compared isomer or geometry (same formula, charge and spin): 2.071 eV

=====

# 11
Here is a molecular structure, C16H44CuN4O4 in a non-equilibrium geometry from OMol25. Energies are from wB97M-V/def2-TZVPD.

Structure (ORCA input):
```
! RIJCOSX wB97M-V def2-TZVPD def2/J DEFGRID3
* xyz 1 1
Cu -23.884 -7.304 0.838
O -28.364 -8.969 -5.111
O -19.888 -1.925 -3.414
O -26.011 -5.145 3.757
O -20.287 -13.222 2.374
N -19.961 -5.198 -1.819
N -21.948 -10.843 2.888
N -25.927 -3.683 1.320
N -26.325 -9.248 -3.032
C -20.045 -9.723 3.818
C -26.698 -5.831 4.814
C -19.898 -12.109 3.249
C -25.507 -1.526 2.404
C -25.997 -9.421 -4.523
C -19.748 -13.102 1.093
C -20.493 -10.786 2.880
C -26.213 -3.751 3.767
C -28.254 -7.647 -5.577
C -19.770 -2.806 -2.336
C -19.843 -4.251 -2.897
C -21.055 -4.596 -3.887
C -24.886 -10.411 -4.783
C -25.425 -3.085 2.587
C -27.258 -9.869 -5.335
C -18.650 -1.686 -4.061
H -20.119 -8.712 3.418
H -22.280 -11.673 2.417
H -21.101 -3.803 -4.633
H -24.796 -1.030 3.065
H -25.735 -3.422 4.689
H -20.708 -2.691 -1.793
H -25.246 -11.425 -4.608
H -18.966 -4.439 -3.518
H -26.644 -6.900 4.608
H -22.068 -4.520 -3.491
H -20.350 -10.610 1.814
H -17.869 -1.400 -3.356
H -20.659 -9.692 4.718
H -26.038 -5.662 5.665
H -19.678 -6.098 -2.178
H -27.349 -7.251 -5.117
H -20.002 -14.042 0.603
H -27.543 -10.830 -4.905
H -29.114 -6.987 -5.458
H -22.140 -10.955 3.874
H -20.980 -5.492 -4.503
H -27.266 -8.886 -3.095
H -18.995 -9.808 4.100
H -18.659 -13.097 1.132
H -26.531 -1.223 2.620
H -19.352 -4.987 -1.042
H -18.875 -12.069 3.624
H -23.920 -10.261 -4.301
H -18.851 -2.653 -1.770
H -26.920 -3.506 1.270
H -24.632 -10.579 -5.830
H -27.698 -5.439 5.002
H -20.245 -12.475 4.215
H -25.282 -1.323 1.356
H -25.501 -3.183 0.553
H -24.364 -3.295 2.721
H -26.882 -10.025 -6.346
H -28.160 -7.641 -6.663
H -18.325 -2.547 -4.645
H -25.652 -8.450 -4.879
H -20.096 -12.221 0.554
H -27.277 -3.519 3.709
H -26.379 -10.223 -2.774
H -18.809 -0.926 -4.826
*
```

- DFT total energy: -2795.9887 Eh
- Energy relative to the best compared isomer or geometry (same formula, charge and spin): 2.975 eV